1.
{
  "formula": "C49H54BrNO10SSb",
  "method": "ωB97M-V/def2-TZVPD",
  "symbols": ["H", "C", "C", "C", "H", "C", "H", "C", "S", "H", "H", "H", "H", "C", "H", "H", "C", "O", "H", "H", "Sb", "C", "O", "H", "C", "H", "H", "C", "H", "H", "H", "O", "C", "C", "C", "C", "O", "H", "H", "H", "O", "H", "C", "H", "C", "Br", "H", "C", "O", "C", "C", "C", "C", "H", "O", "H", "C", "C", "H", "H", "H", "C", "H", "O", "C", "H", "H", "C", "H", "C", "H", "C", "H", "C", "C", "C", "C", "C", "C", "H", "C", "H", "H", "H", "H", "H", "H", "H", "C", "H", "C", "H", "H", "C", "C", "C", "H", "H", "N", "C", "C", "H", "H", "C", "C", "C", "O", "C", "O", "H", "C", "H", "H", "H", "H", "C", "C"],
  "positions_angstrom": [[3.83, -1.56, -6.41], [5.45, 1.58, 5.61], [-10.13, 3.15, 4.47], [-9.44, 5.88, -1.06], [-0.32, -5.18, -3.07], [1.46, 2.31, 4.19], [-1.89, -6.61, -3.88], [7.57, -0.97, -3.95], [4.28, -3.17, -1.22], [-1.77, -2.45, -2.82], [2.94, -1.24, -0.44], [-10.83, 2.98, 5.28], [3.20, 5.01, 6.35], [-0.85, -2.93, -3.30], [1.42, -2.24, -5.65], [-3.11, 0.77, -0.61], [-1.15, -4.50, -3.45], [2.84, -0.09, 3.79], [0.97, 1.56, 3.58], [7.29, 2.17, 6.57], [1.07, -2.43, -2.31], [-7.95, 2.79, 3.49], [5.09, -2.82, 0.04], [-2.07, -4.72, -2.79], [8.17, -2.30, -3.27], [7.79, -2.44, -2.20], [-0.73, 0.16, 4.16], [-1.56, -0.51, 0.60], [-6.97, 2.34, 3.53], [-8.86, 6.62, -2.99], [-10.45, 6.28, -1.14], [-1.24, -1.37, -0.50], [2.05, -3.62, 1.44], [2.72, 4.25, 5.75], [5.46, -0.61, 4.59], [0.81, 3.51, 4.47], [-11.12, 5.46, 1.13], [-8.58, 1.94, 5.36], [1.97, 0.02, -3.35], [1.51, -4.79, -0.80], [5.31, 3.69, 6.62], [0.29, -0.37, -3.99], [1.34, -0.82, -3.80], [4.95, -1.39, 4.04], [-0.55, -6.82, -5.70], [2.36, -4.20, -3.69], [-11.48, 4.39, 3.36], [0.77, -3.92, -0.68], [6.18, -0.64, -3.85], [-1.25, 0.30, 3.16], [3.41, 0.79, 4.41], [7.43, 0.20, 5.71], [1.43, 4.47, 5.25], [6.26, 1.02, -5.25], [-1.54, -4.73, -4.83], [-2.45, 2.20, 3.80], [5.74, 0.02, -5.09], [6.77, 1.39, 6.02], [0.05, 0.07, -1.53], [-0.79, -2.49, -4.37], [-2.82, -6.39, -5.45], [-0.90, -0.68, 2.02], [-0.14, -1.50, 2.25], [5.31, -3.25, -2.34], [6.77, -0.80, 5.01], [3.87, 0.62, -4.05], [-0.02, -3.68, 1.22], [4.76, 2.84, 5.95], [2.50, -4.64, 1.20], [0.08, -0.93, -0.95], [-0.29, -4.38, -0.81], [-1.83, -6.15, -4.94], [-6.55, 5.73, -2.84], [4.13, 0.21, -5.10], [-6.86, 4.85, -0.90], [3.38, 3.05, 5.46], [-7.76, 4.64, 0.14], [2.74, 2.08, 4.69], [3.51, -1.28, -5.34], [4.00, -1.94, -4.55], [-7.34, 3.84, 1.32], [-5.85, 4.45, -0.84], [7.28, -1.73, 4.78], [0.16, -7.23, -4.91], [0.81, -0.76, -0.08], [-0.93, -7.64, -6.40], [1.56, -0.45, -5.98], [3.69, -4.41, -0.94], [-2.24, 1.47, 2.94], [1.78, -3.55, 2.57], [-10.00, 4.97, 1.18], [3.54, -1.06, -2.18], [9.32, -2.21, -3.31], [-8.32, 3.59, 2.40], [-2.93, 1.63, 1.56], [-7.25, 5.57, -2.02], [2.78, -2.75, 1.27], [3.82, 0.95, -5.91], [0.79, -3.32, 0.69], [-8.55, 6.07, -2.11], [-9.59, 4.16, 2.35], [6.02, -0.69, -5.95], [0.92, 5.40, 5.47], [4.80, 0.58, 4.89], [-9.05, 5.16, 0.07], [-8.86, 2.57, 4.52], [8.39, -0.23, -4.57], [-2.59, 0.64, 0.41], [-6.21, 3.40, 1.40], [-0.02, -6.00, -6.30], [3.05, -1.80, -1.44], [-3.66, 2.48, 1.36], [8.46, 0.06, 6.03], [-0.18, 3.69, 4.07], [7.88, -3.21, -3.91], [-10.49, 3.94, 3.39], [1.88, -1.28, -5.24]],
  "lowdin_charge": [0.12, -0.09, -0.06, 0.00, 0.07, 0.01, 0.11, -0.39, 0.62, 0.06, 0.05, 0.11, 0.12, -0.30, 0.07, 0.10, -0.34, 0.11, 0.09, 0.12, 1.10, 0.01, -0.49, 0.12, -0.01, 0.08, 0.09, -0.20, 0.12, 0.11, 0.12, -0.21, -0.15, 0.00, 0.01, -0.05, 0.10, 0.11, 0.05, 0.03, 0.09, 0.07, -0.37, 0.13, -0.09, 0.22, 0.12, -0.37, -0.07, -0.10, -0.28, -0.06, -0.06, 0.12, -0.22, 0.07, -0.19, 0.00, 0.08, 0.07, 0.11, 0.01, 0.08, -0.47, -0.05, 0.10, 0.09, -0.28, 0.08, -0.32, 0.08, -0.26, 0.11, -0.16, 0.01, -0.09, -0.08, -0.08, -0.22, 0.07, -0.27, 0.12, 0.11, 0.07, 0.06, 0.06, 0.10, 0.05, -0.10, 0.09, -0.28, 0.05, 0.09, -0.08, -0.07, -0.06, 0.06, 0.11, -0.20, -0.06, -0.09, 0.13, 0.10, -0.08, -0.09, -0.06, 0.00, 0.00, 0.10, 0.08, -0.41, 0.07, 0.10, 0.10, 0.09, 0.00, -0.31],
  "total_charge": -1,
  "de_lowest_kcal_mol": 119.0,
  "gap_ev": 4.73
}

2.
{
  "formula": "C23H29ClLuN2OP",
  "method": "ωB97M-V/def2-TZVPD",
  "symbols": ["H", "C", "C", "H", "H", "C", "N", "Lu", "C", "O", "C", "C", "H", "C", "H", "C", "H", "C", "H", "H", "H", "C", "C", "H", "H", "C", "H", "C", "H", "H", "H", "H", "P", "C", "H", "C", "C", "H", "C", "H", "C", "H", "H", "N", "C", "H", "C", "C", "C", "H", "C", "H", "H", "H", "H", "Cl", "H", "H"],
  "positions_angstrom": [[2.83, -0.62, -0.50], [-2.84, 2.17, 1.66], [2.55, -3.78, -1.72], [-2.57, -4.16, -4.42], [5.95, -3.41, -1.56], [-0.67, 3.14, 1.23], [0.32, 4.02, 1.21], [-1.28, 0.66, -0.74], [0.60, -4.40, 0.66], [-0.51, 2.01, 0.52], [-0.26, -1.70, -4.97], [-2.17, -4.58, 1.01], [1.09, 5.47, 2.58], [-1.33, -5.54, 1.60], [-2.51, 5.35, 1.79], [-0.24, -3.47, 0.02], [1.82, -4.55, -1.97], [4.50, -1.89, -1.03], [-3.25, -4.61, 1.18], [-3.77, 2.48, 2.14], [0.76, 6.06, 0.94], [-1.63, -3.56, 0.23], [2.14, -2.52, -1.24], [1.36, 3.38, -0.48], [-3.40, 4.26, 2.86], [-2.40, 4.50, 2.47], [-2.29, -2.82, -0.22], [-1.32, -2.59, -5.23], [-1.52, -4.09, -2.17], [1.11, -0.93, -3.48], [0.71, -6.17, 1.91], [-1.79, -2.60, -6.21], [0.37, -2.03, -0.97], [3.92, -4.10, -1.85], [-0.58, 5.81, 2.06], [0.30, -1.64, -3.70], [0.05, -5.44, 1.43], [0.91, -0.95, 2.66], [-1.76, -3.45, -4.22], [0.12, -1.04, -5.75], [1.56, 3.64, 0.56], [2.23, 4.50, 0.62], [-1.77, -6.35, 2.18], [-1.89, 3.29, 1.80], [-1.18, -3.41, -2.95], [1.97, 2.76, 1.06], [0.38, 5.41, 1.74], [3.14, -1.58, -0.90], [4.89, -3.15, -1.49], [-3.03, 1.97, 0.59], [-0.19, -2.46, -2.66], [5.25, -1.16, -0.74], [1.50, -0.68, 2.29], [4.22, -5.09, -2.20], [-1.77, 4.80, 3.32], [-1.79, 1.53, -2.82], [1.68, -4.31, 0.60], [-2.43, 1.29, 2.16]],
  "nbo_charge": [0.20, -0.38, -0.24, 0.24, 0.24, 0.83, -0.36, 2.09, -0.22, -0.93, -0.19, -0.19, 0.24, -0.17, 0.23, -0.26, 0.23, -0.21, 0.23, 0.27, 0.24, -0.26, -0.23, 0.22, 0.24, -0.42, 0.19, -0.18, 0.23, 0.22, 0.24, 0.24, 0.68, -0.18, 0.23, -0.25, -0.19, 0.01, -0.18, 0.24, -0.41, 0.24, 0.24, -0.40, -0.26, 0.22, -0.42, -0.23, -0.17, 0.14, -0.28, 0.23, 0.00, 0.24, 0.23, -0.55, 0.24, 0.22],
  "total_charge": 2,
  "gap_ev": 6.33
}

3.
{
  "formula": "C8H14Cl2F3N4O",
  "method": "ωB97M-V/def2-TZVPD",
  "symbols": ["H", "H", "H", "N", "Cl", "N", "F", "C", "C", "C", "H", "H", "C", "H", "C", "C", "H", "H", "H", "C", "N", "H", "Cl", "H", "H", "H", "F", "N", "C", "H", "F", "O"],
  "positions_angstrom": [[-1.07, 2.25, -1.00], [1.16, 0.56, 5.30], [-1.29, 2.77, -3.38], [0.72, -0.98, -0.35], [-2.23, -0.80, 4.76], [-1.16, -1.82, -3.14], [2.86, -1.08, 0.40], [1.76, -0.34, 0.45], [0.19, 1.61, -2.35], [-0.88, 1.77, -3.41], [-2.15, -1.82, -3.26], [-0.32, -0.21, 3.54], [0.24, 0.06, 5.58], [-0.49, 1.60, -4.40], [-0.57, -1.64, -1.94], [0.97, 0.29, -2.48], [-1.70, 1.08, -3.24], [0.96, -0.06, -3.50], [0.89, 2.43, -2.44], [-0.76, 0.17, 4.46], [-0.87, -2.40, -0.85], [0.46, -0.98, 5.81], [-0.34, 0.83, 7.07], [-0.03, -2.36, 1.08], [2.00, 0.43, -2.19], [-1.07, 1.20, 4.31], [1.31, -0.29, 1.70], [0.37, -0.75, -1.64], [-0.08, -1.97, 0.09], [-0.59, -2.02, -3.93], [2.02, 0.86, -0.02], [-0.35, 1.61, -1.05]],
  "nbo_charge": [0.49, 0.22, 0.23, -0.23, -0.05, -0.83, -0.28, 1.11, 0.09, -0.64, 0.44, 0.20, -0.40, 0.23, 0.58, -0.25, 0.21, 0.24, 0.19, -0.38, -0.42, 0.22, -0.04, 0.26, 0.25, 0.23, -0.28, -0.11, 0.29, 0.42, -0.27, -0.74],
  "total_charge": 1,
  "gap_ev": 8.92
}

4.
{
  "formula": "C38H36F5N4OOsS",
  "method": "ωB97M-V/def2-TZVPD",
  "symbols": ["C", "N", "H", "C", "C", "H", "H", "C", "C", "F", "Os", "C", "F", "F", "O", "H", "H", "H", "H", "C", "H", "H", "H", "C", "H", "C", "H", "H", "C", "C", "C", "C", "C", "N", "C", "H", "C", "H", "C", "H", "H", "H", "C", "H", "C", "C", "S", "H", "C", "H", "H", "C", "F", "H", "C", "C", "N", "C", "H", "H", "N", "H", "H", "H", "C", "H", "H", "H", "C", "C", "F", "H", "C", "C", "H", "C", "C", "C", "H", "C", "C", "H", "C", "C", "C", "H"],
  "positions_angstrom": [[-5.45, 0.05, -2.06], [-0.67, 0.35, -0.68], [-5.30, 0.29, -3.11], [1.37, -2.88, -0.86], [-1.53, 4.16, -2.45], [-1.32, -0.88, 4.12], [-0.80, -4.80, 2.49], [2.11, -1.97, -1.72], [1.10, 3.67, -1.25], [1.87, 1.76, 2.03], [1.04, -0.39, 0.38], [-0.66, 1.82, -2.68], [5.94, -0.43, 2.96], [5.24, 3.97, 4.43], [0.06, -0.93, 2.09], [0.24, 5.63, -0.94], [-1.61, 1.43, -3.03], [-0.62, 3.31, -4.22], [-2.53, 3.81, -2.70], [-2.62, -3.82, 5.17], [1.59, 1.59, -1.30], [0.12, 1.18, -3.11], [-1.03, -2.14, -0.04], [1.02, -4.27, -1.24], [-2.55, 2.40, -0.52], [-1.86, -0.34, -0.84], [-3.09, 1.17, -1.81], [-2.24, -5.73, 4.26], [0.09, 4.60, -0.58], [-1.32, 4.12, -0.93], [3.11, 1.73, 2.58], [-1.51, 2.69, -0.41], [3.23, 0.06, -1.80], [0.40, -3.04, 1.25], [3.86, -0.28, -2.98], [3.47, 0.99, -1.29], [4.80, 2.88, 3.80], [1.89, -4.81, -1.62], [-1.93, -1.68, -0.41], [-1.28, 2.65, 0.66], [0.26, -4.27, -2.03], [-2.82, -1.81, 5.86], [-4.23, -1.86, -0.97], [0.99, 2.17, 0.30], [-0.97, -2.78, 3.20], [-1.54, -1.94, 4.15], [3.37, -0.86, 1.60], [-2.08, -4.23, 0.18], [3.52, -1.48, -3.59], [1.67, 3.12, -3.27], [0.23, 4.61, 0.50], [5.14, 0.63, 3.04], [6.81, 1.76, 4.26], [-3.62, -4.50, -0.65], [-3.08, -2.44, -0.45], [-1.24, -4.15, 3.24], [1.04, -2.36, 0.28], [2.65, -2.33, -2.95], [3.97, -1.75, -4.54], [-2.05, 4.77, -0.45], [2.31, -0.72, -1.22], [1.07, 4.77, -3.11], [-1.43, 5.18, -2.81], [4.60, 0.39, -3.41], [5.60, 1.76, 3.71], [0.63, -4.80, -0.38], [-5.72, 0.97, -1.54], [2.40, -3.30, -3.37], [-0.12, -2.21, 2.15], [3.54, 2.87, 3.23], [2.76, 3.95, 3.29], [-5.15, -2.44, -1.01], [-2.37, -2.46, 5.13], [3.88, 0.59, 2.45], [-6.30, -0.64, -1.99], [-0.54, 1.73, -1.14], [-2.05, -4.67, 4.23], [0.93, 3.74, -2.77], [-3.25, -4.23, 5.95], [-4.21, -0.56, -1.46], [-0.48, 3.27, -3.13], [2.11, 3.97, -0.98], [-3.05, 0.18, -1.41], [-3.09, -3.86, 0.05], [0.87, 2.23, -0.79], [-3.60, -3.92, 1.01]],
  "lowdin_charge": [-0.03, 0.02, 0.09, -0.24, -0.10, 0.12, 0.11, -0.19, -0.26, 0.00, 1.41, -0.06, 0.09, 0.14, -0.18, 0.13, 0.11, 0.15, 0.12, -0.06, 0.06, 0.13, 0.06, 0.01, 0.11, -0.22, 0.10, 0.11, -0.10, -0.27, -0.23, -0.06, -0.12, 0.09, -0.01, 0.13, -0.14, 0.09, 0.03, 0.14, 0.10, 0.11, 0.03, 0.10, -0.15, -0.01, 0.72, 0.06, -0.01, 0.12, 0.13, -0.24, 0.14, 0.09, -0.23, -0.03, -0.18, 0.02, 0.13, 0.15, -0.11, 0.13, 0.13, 0.12, -0.14, 0.08, 0.09, 0.12, -0.41, -0.14, 0.13, 0.13, -0.06, -0.52, 0.08, -0.43, -0.06, -0.11, 0.11, -0.24, -0.27, 0.15, 0.02, -0.02, -0.14, 0.09],
  "total_charge": 1,
  "de_lowest_kcal_mol": 57.0,
  "gap_ev": [4.87, 4.88]
}

Copy entry 2 word for word.
{
  "formula": "C23H29ClLuN2OP",
  "method": "ωB97M-V/def2-TZVPD",
  "symbols": ["H", "C", "C", "H", "H", "C", "N", "Lu", "C", "O", "C", "C", "H", "C", "H", "C", "H", "C", "H", "H", "H", "C", "C", "H", "H", "C", "H", "C", "H", "H", "H", "H", "P", "C", "H", "C", "C", "H", "C", "H", "C", "H", "H", "N", "C", "H", "C", "C", "C", "H", "C", "H", "H", "H", "H", "Cl", "H", "H"],
  "positions_angstrom": [[2.83, -0.62, -0.50], [-2.84, 2.17, 1.66], [2.55, -3.78, -1.72], [-2.57, -4.16, -4.42], [5.95, -3.41, -1.56], [-0.67, 3.14, 1.23], [0.32, 4.02, 1.21], [-1.28, 0.66, -0.74], [0.60, -4.40, 0.66], [-0.51, 2.01, 0.52], [-0.26, -1.70, -4.97], [-2.17, -4.58, 1.01], [1.09, 5.47, 2.58], [-1.33, -5.54, 1.60], [-2.51, 5.35, 1.79], [-0.24, -3.47, 0.02], [1.82, -4.55, -1.97], [4.50, -1.89, -1.03], [-3.25, -4.61, 1.18], [-3.77, 2.48, 2.14], [0.76, 6.06, 0.94], [-1.63, -3.56, 0.23], [2.14, -2.52, -1.24], [1.36, 3.38, -0.48], [-3.40, 4.26, 2.86], [-2.40, 4.50, 2.47], [-2.29, -2.82, -0.22], [-1.32, -2.59, -5.23], [-1.52, -4.09, -2.17], [1.11, -0.93, -3.48], [0.71, -6.17, 1.91], [-1.79, -2.60, -6.21], [0.37, -2.03, -0.97], [3.92, -4.10, -1.85], [-0.58, 5.81, 2.06], [0.30, -1.64, -3.70], [0.05, -5.44, 1.43], [0.91, -0.95, 2.66], [-1.76, -3.45, -4.22], [0.12, -1.04, -5.75], [1.56, 3.64, 0.56], [2.23, 4.50, 0.62], [-1.77, -6.35, 2.18], [-1.89, 3.29, 1.80], [-1.18, -3.41, -2.95], [1.97, 2.76, 1.06], [0.38, 5.41, 1.74], [3.14, -1.58, -0.90], [4.89, -3.15, -1.49], [-3.03, 1.97, 0.59], [-0.19, -2.46, -2.66], [5.25, -1.16, -0.74], [1.50, -0.68, 2.29], [4.22, -5.09, -2.20], [-1.77, 4.80, 3.32], [-1.79, 1.53, -2.82], [1.68, -4.31, 0.60], [-2.43, 1.29, 2.16]],
  "nbo_charge": [0.20, -0.38, -0.24, 0.24, 0.24, 0.83, -0.36, 2.09, -0.22, -0.93, -0.19, -0.19, 0.24, -0.17, 0.23, -0.26, 0.23, -0.21, 0.23, 0.27, 0.24, -0.26, -0.23, 0.22, 0.24, -0.42, 0.19, -0.18, 0.23, 0.22, 0.24, 0.24, 0.68, -0.18, 0.23, -0.25, -0.19, 0.01, -0.18, 0.24, -0.41, 0.24, 0.24, -0.40, -0.26, 0.22, -0.42, -0.23, -0.17, 0.14, -0.28, 0.23, 0.00, 0.24, 0.23, -0.55, 0.24, 0.22],
  "total_charge": 2,
  "gap_ev": 6.33
}